The following is a quantum chemistry calculation of a cluster of 2 separate species, C36H30F3N2O in total at a distorted geometry, from the OMol25 dataset.

```
72
Properties=species:S:1:pos:R:3:mulliken_charge:R:1
F 5.3345 1.4159 4.2654 -0.247
F 4.9734 -0.4987 5.2842 -0.261
F 5.7587 -0.4805 3.2323 -0.265
O 5.0852 -0.6756 -2.9707 -0.419
N -1.4105 -0.9877 2.5111 0.371
N -1.4061 1.2459 2.5046 0.370
C 3.2520 0.5371 -2.0876 -1.200
C -4.3779 0.8435 4.6997 -0.704
C 1.0917 0.1573 3.9514 -0.733
C -2.4156 -3.0834 -3.3637 -0.868
C -1.0429 1.3718 -2.7295 0.487
C 0.9641 -0.2030 -2.4487 1.254
C -0.4492 0.0651 -2.4452 0.836
C 2.3949 0.1610 4.4416 -1.079
C -4.3811 -0.5656 4.7020 -0.708
C -2.5726 -0.2979 -3.3672 0.148
C -0.5991 0.1249 2.0427 0.178
C 1.4808 -1.3263 -3.1517 -0.837
C -1.3299 3.7244 -3.1938 -1.055
C -1.3588 -2.3509 -2.8152 -0.563
C 1.9001 0.7244 -1.9227 -0.409
C 3.7407 -0.5713 -2.8317 0.684
C 4.8714 0.1347 4.0739 0.867
C 3.4579 0.1215 3.5409 0.256
C -0.5340 2.6762 -2.7140 -0.078
C -3.4326 1.5694 3.9621 -0.955
C 1.9262 0.0637 1.6897 -0.080
C -2.5378 0.8373 3.1655 1.144
C -3.5480 -1.0283 -4.0344 -0.418
C -2.5409 -0.5712 3.1687 1.187
C -3.4841 -2.4293 -4.0018 -0.694
C -3.4387 -1.2974 3.9668 -0.920
C 3.2402 0.0905 2.1686 -0.837
C 2.8296 -1.5062 -3.3736 -0.950
C 5.6471 -1.7661 -3.7330 -0.858
C -1.4285 -0.9525 -2.8014 0.171
C 0.8423 0.1186 2.5720 0.032
C -1.0146 2.6254 2.3577 -0.786
C -2.5619 3.4751 -3.8213 -0.656
C -1.0252 -2.3690 2.3681 -0.755
C -3.0497 2.1641 -3.9263 -0.574
C -2.3401 1.1389 -3.3204 0.104
H -3.3560 2.6598 3.9918 0.249
H 4.0811 0.0779 1.4745 0.509
H -4.3293 -0.4963 -4.5756 0.428
H -0.5445 0.1198 0.9001 -0.413
H 1.5378 1.6021 -1.3881 0.572
H -3.1380 4.3016 -4.2347 0.433
H 5.3185 -1.7375 -4.7802 0.362
H -1.7652 -2.9989 2.8710 0.281
H -1.7543 3.2592 2.8565 0.269
H -0.9542 2.9245 1.3003 0.174
H -0.9690 -2.6700 1.3114 0.133
H -0.0430 -2.5351 2.8256 0.308
H -5.1236 1.3780 5.2897 0.370
H 3.1725 -2.3528 -3.9711 0.477
H -3.3660 -2.3882 3.9988 0.247
H -2.3858 -4.1745 -3.3220 0.433
H -4.2669 -3.0195 -4.4760 0.425
H 0.4680 2.8824 -2.3409 0.336
H 5.3990 -2.7402 -3.2911 0.359
H 3.9727 1.2393 -1.6710 0.550
H 0.2635 0.1815 4.6642 0.482
H 0.8052 -2.0345 -3.6208 0.724
H -3.9618 1.9244 -4.4706 0.434
H -0.9671 4.7508 -3.1089 0.417
H -5.1289 -1.0957 5.2932 0.368
H 6.7218 -1.5943 -3.6753 0.262
H -0.0337 2.7899 2.8188 0.316
H 2.5826 0.1899 5.5109 0.425
H -0.4834 -2.8649 -2.4126 0.641
H 1.7372 -0.0043 0.6165 0.246
```

Properties
E_tot = -1873.92582 hartree
max |F| = 2.04 eV/A
charge = +1
HOMO level = -8.60 eV
HOMO-LUMO gap = 2.7621 eV
LUMO energy = -5.833 eV
ΔE to the lowest compared entry with this formula, charge and spin = 0.000 eV